The following is a quantum chemistry calculation of 9 unconnected molecules or ions with the total composition C48H114N6O6S3 in a non-equilibrium geometry, from OMol25.

Geometry as XYZ:
```
177
Properties=species:S:1:pos:R:3:forces:R:3:mulliken_spin:R:1
C 3.97232 -1.04000 -0.51392 0.82 0.79 1.07 -0.0328
C 4.97163 -1.21314 0.70103 -1.32 0.57 -0.96 -0.0047
N 5.01070 -2.58890 1.14717 0.98 -0.44 0.16 0.0128
C 5.53273 -3.47326 0.11475 -0.36 -1.08 -0.48 -0.0242
C 5.38495 -4.95256 0.45955 0.09 -0.49 0.66 -0.0053
C 5.78813 -2.80008 2.39590 -2.40 0.37 0.28 -0.0026
C 5.03510 -2.14706 3.60995 0.96 0.22 -0.63 -0.0002
H 2.96933 -1.36346 -0.23559 0.22 -0.50 -0.13 0.0308
H 4.35466 -1.46959 -1.43986 -0.22 -0.27 0.13 0.0212
H 3.83027 0.02235 -0.71226 0.21 0.15 0.04 -0.0143
H 5.93053 -0.76168 0.44650 0.66 -0.35 -0.41 0.0007
H 4.65747 -0.55856 1.51401 -0.47 -0.24 0.13 0.0107
H 5.03018 -3.34132 -0.84344 -0.16 0.45 0.19 0.0229
H 6.59820 -3.36273 -0.08691 0.43 0.64 -0.03 0.0028
H 6.20963 -5.26383 1.10073 0.01 -0.15 0.07 -0.0054
H 4.47101 -5.17647 1.00972 -0.16 0.23 -0.03 0.0231
H 5.40472 -5.63791 -0.38781 0.03 0.31 -0.31 -0.0175
H 6.83702 -2.52240 2.29186 0.22 0.36 0.10 -0.0001
H 5.73906 -3.87313 2.58093 0.24 0.06 0.06 0.0013
H 5.60642 -2.39607 4.50420 -0.35 -0.14 0.23 0.0006
H 3.98582 -2.43732 3.66341 0.20 -0.62 0.02 0.0015
H 4.97024 -1.05913 3.59253 0.42 0.11 -0.28 0.0008
C -4.26078 0.81940 5.76189 0.07 -0.79 -1.19 0.0033
C -3.12991 0.76027 4.72000 0.52 -0.33 -0.15 0.0141
N -3.07084 -0.47656 3.89369 -0.58 -0.42 0.46 -0.0621
C -2.62415 -1.63837 4.65127 2.12 -0.57 0.92 -0.0075
C -1.09786 -1.70463 4.87101 -0.31 0.05 -1.49 0.0090
C -4.38000 -0.88700 3.37970 0.52 -0.31 -1.30 0.0843
C -4.97608 0.07952 2.38928 -0.14 0.90 0.11 -0.0326
H -4.31958 -0.17317 6.20847 0.25 0.21 0.70 0.0006
H -5.21403 0.85086 5.23421 -0.17 0.70 0.13 -0.0026
H -4.11892 1.62682 6.48025 -0.21 -0.19 -0.03 -0.0006
H -3.10743 1.59316 4.01723 -0.45 0.19 0.09 -0.0071
H -2.17166 0.85026 5.23163 0.11 -0.17 0.08 0.0030
H -3.08091 -1.71553 5.63794 -0.48 0.00 0.17 -0.0057
H -2.78431 -2.59599 4.15590 -0.78 0.32 -0.42 0.0015
H -0.65624 -1.76442 3.87627 0.13 0.95 -0.26 0.0042
H -0.72950 -0.83365 5.41305 0.41 -0.47 0.21 -0.0002
H -0.74535 -2.70515 5.12160 -0.26 0.15 1.37 -0.0085
H -5.02742 -1.25397 4.17611 -0.42 0.24 0.11 0.0173
H -4.16013 -1.73618 2.73267 -0.04 -0.52 0.40 -0.0174
H -4.44064 -0.00068 1.44326 -0.01 0.03 0.03 0.0054
H -4.86045 1.11079 2.72277 -0.18 0.13 0.01 0.0019
H -6.03425 -0.09121 2.19121 -0.01 -0.14 0.08 -0.0059
C 7.79058 4.94929 2.52996 0.65 -0.06 -0.12 0.0000
C 6.34373 4.52385 2.19493 0.32 0.28 -0.60 0.0000
N 6.14639 3.19251 1.57286 0.58 -0.30 0.94 -0.0001
C 6.64433 2.07123 2.36258 1.07 0.99 0.50 0.0003
C 5.95967 1.77569 3.76839 0.58 0.23 -1.71 -0.0001
C 4.76934 2.90040 1.27722 -0.79 0.59 -0.54 0.0032
C 4.38080 3.47737 -0.06516 -0.60 0.28 0.41 -0.0026
H 7.98825 5.98186 2.81778 -1.22 0.49 -0.01 0.0000
H 8.39295 4.92269 1.62192 0.15 -0.70 -0.04 0.0000
H 8.32005 4.47965 3.35893 -0.20 -0.86 -0.21 0.0000
H 5.66511 4.67022 3.03526 -0.12 0.09 0.30 0.0000
H 6.08517 5.23612 1.41140 -0.51 0.10 0.12 0.0000
H 6.70102 1.30160 1.59281 -0.09 -0.75 0.77 0.0000
H 7.65464 2.44055 2.53858 0.44 -0.88 0.44 0.0000
H 6.44775 0.95814 4.29895 0.12 0.03 -0.13 0.0000
H 6.09122 2.69509 4.33891 -0.29 -0.10 0.24 0.0000
H 4.90672 1.52161 3.64659 -0.03 0.15 0.14 0.0001
H 4.18211 3.34422 2.08115 -0.71 0.08 0.00 0.0002
H 4.52166 1.83909 1.29678 0.49 -0.16 0.06 -0.0004
H 4.97004 3.08229 -0.89270 0.28 0.14 0.18 0.0019
H 4.51560 4.54920 0.08006 -0.07 0.17 -0.79 -0.0003
H 3.33641 3.26054 -0.28952 -0.08 0.16 0.11 0.0009
C -7.63970 -1.04214 -4.24973 -1.03 -0.13 -0.25 0.0290
C -7.43587 -0.78804 -2.77765 1.86 0.96 -0.14 -0.0072
N -6.08755 -1.28797 -2.47267 0.50 -0.08 1.03 -0.1993
C -5.44879 -0.45553 -1.43398 0.14 -0.05 -0.71 0.0034
C -4.00166 -0.81765 -1.10702 -0.33 -0.31 -0.57 0.3150
C -5.96764 -2.74049 -2.26348 -0.47 0.98 0.98 0.4431
C -6.51963 -3.19419 -0.85543 0.17 -0.41 -1.46 -0.0412
H -6.74134 -0.88247 -4.84602 0.22 -0.20 0.46 -0.0207
H -8.36198 -0.36016 -4.69842 -0.50 -0.23 0.11 0.0018
H -7.97165 -2.07742 -4.32772 -0.08 0.02 -0.65 0.0081
H -7.37689 0.28336 -2.58600 0.09 0.27 -0.24 0.0143
H -8.23381 -1.06275 -2.08777 -0.27 -0.82 -0.12 -0.0071
H -6.05647 -0.37407 -0.53276 -0.17 -0.11 0.39 0.0040
H -5.43558 0.53500 -1.88871 0.02 0.27 0.17 0.0206
H -3.49360 -1.05596 -2.04147 0.16 0.09 -0.11 -0.0546
H -3.89582 -1.71216 -0.49323 -0.06 0.06 0.23 0.0410
H -3.48912 0.03041 -0.65292 0.01 -0.03 0.15 -0.0135
H -6.46978 -3.19848 -3.11565 -0.45 -0.28 0.34 -0.0303
H -4.93630 -3.05612 -2.42103 0.20 0.17 0.38 -0.1681
H -7.50972 -2.77804 -0.66928 -0.12 -0.08 -0.14 0.0120
H -6.58688 -4.27951 -0.93064 -0.17 -0.10 0.43 -0.1064
H -5.90950 -2.94168 0.01180 0.32 0.09 -0.30 0.1214
C -7.07137 5.53472 -0.69144 0.42 0.26 -0.22 -0.0015
C -5.94365 4.49766 -0.91391 -0.03 -0.20 1.95 0.0029
N -4.71918 4.87112 -0.17884 0.46 0.97 -0.99 0.0084
C -3.73802 3.79483 -0.00405 -0.12 -0.72 0.27 -0.0481
C -3.46877 3.57148 1.49513 0.18 0.16 -0.74 -0.0006
C -4.12147 6.12026 -0.68588 -0.65 0.38 1.42 0.0000
C -3.25686 6.86111 0.36162 0.33 0.07 -0.71 0.0003
H -7.14943 5.89265 0.33516 0.37 -0.43 0.27 -0.0001
H -8.07631 5.19615 -0.94359 0.18 -0.25 -0.36 0.0001
H -6.85432 6.44849 -1.24462 -0.23 -0.07 -0.35 -0.0003
H -6.18628 3.58141 -0.37566 -0.59 -0.24 -0.34 0.0021
H -5.78896 4.21925 -1.95634 0.04 0.28 -0.37 0.0044
H -4.08568 2.84782 -0.41688 -0.76 -0.13 0.09 0.0239
H -2.83617 3.85721 -0.61305 0.39 0.90 0.20 -0.0091
H -3.01168 4.45753 1.93568 -0.19 0.05 0.10 -0.0005
H -4.44773 3.37699 1.93323 0.16 0.03 0.36 -0.0008
H -2.78641 2.73856 1.66459 -0.07 -0.15 -0.06 0.0052
H -4.92251 6.85124 -0.79584 -0.29 -0.30 -0.42 -0.0003
H -3.66814 5.98941 -1.66846 0.48 0.03 -0.08 0.0004
H -2.25708 6.45252 0.50854 -0.13 -0.27 0.25 0.0000
H -3.79595 6.99787 1.29905 0.03 -0.53 0.07 -0.0001
H -3.09811 7.88497 0.02307 0.10 0.09 -0.31 0.0000
C -0.82403 4.54884 -2.90701 0.45 -0.22 0.04 0.0175
C -0.32227 3.51926 -3.93239 -2.36 -1.00 0.21 0.0809
N 0.95828 3.61117 -4.54580 1.25 2.60 -0.14 -0.0296
C 2.01686 3.57424 -3.49534 -0.83 0.37 -1.38 -0.0311
C 2.07524 2.22975 -2.86989 0.61 0.07 0.99 0.0650
C 1.09776 4.99846 -5.15643 0.28 -1.60 -0.32 0.0024
C 1.91980 4.90773 -6.41229 0.48 0.08 -1.16 -0.0027
H -0.74572 5.57494 -3.26630 0.46 0.10 0.22 -0.0003
H -0.29128 4.34459 -1.97827 -0.07 0.67 0.24 -0.0010
H -1.88875 4.43837 -2.70137 0.00 -0.46 -0.09 -0.0088
H -0.39681 2.53325 -3.47378 0.00 -0.07 0.18 -0.0243
H -1.10084 3.46225 -4.69310 0.16 0.08 -0.52 -0.0034
H 2.95322 3.91094 -3.94028 0.15 -0.42 -0.26 -0.0040
H 1.78941 4.36585 -2.78140 0.02 -0.06 0.58 -0.0017
H 1.22163 2.12908 -2.19959 0.06 -0.36 -0.02 0.0028
H 2.12751 1.40394 -3.57941 -0.05 0.14 -0.05 -0.0001
H 2.96997 2.26015 -2.24810 -0.01 -0.58 0.17 0.0147
H 1.57378 5.62099 -4.39883 -0.32 0.58 -0.15 -0.0005
H 0.13290 5.37469 -5.49643 -0.17 0.08 0.56 0.0022
H 1.44979 4.21859 -7.11391 -0.03 -0.27 0.16 0.0016
H 2.96306 4.60592 -6.31949 -0.03 -0.20 0.44 -0.0007
H 1.96119 5.83815 -6.97861 -0.10 0.41 0.25 0.0000
C -0.73995 -1.51965 1.01593 -1.25 0.79 0.58 0.4789
C 0.07841 -1.87422 -0.22928 0.62 0.38 1.89 -1.7112
C 0.24344 -0.54846 -0.95029 -0.38 -0.77 -1.21 0.0756
S 0.41670 0.77828 0.25066 -0.61 -0.46 1.77 -0.1609
O -0.57470 1.83382 0.09242 0.54 -0.41 -0.59 -0.0135
O 1.81612 1.15250 0.42485 -0.73 -0.23 -0.31 0.0160
C -0.14702 -0.28040 1.68240 1.46 0.05 -1.65 0.1021
H -0.88600 -2.26503 1.79771 0.33 -0.44 -0.32 -0.0613
H -1.74955 -1.18272 0.78081 -0.28 -0.43 -0.58 0.0722
H -0.33088 -2.68515 -0.83176 -0.32 0.24 -0.22 0.7406
H 1.05637 -2.19938 0.12562 0.20 -0.28 0.04 -0.1921
H -0.70349 -0.45888 -1.48265 0.01 0.77 -0.26 -0.1024
H 1.06340 -0.62302 -1.66457 0.04 0.60 0.04 0.1975
H -0.83759 0.29205 2.30169 0.32 -0.17 0.13 0.0117
H 0.81740 -0.58729 2.08713 -0.09 0.40 0.79 0.0198
C 1.38973 -5.87300 0.26085 -1.14 1.01 -0.16 -0.0882
C 2.18284 -6.90873 0.97975 0.46 -0.91 -0.35 0.0161
C 2.19204 -6.50214 2.43132 -0.63 -0.91 1.23 0.0748
S 0.47996 -5.84792 2.86733 0.22 0.76 -1.87 -0.2718
O 0.57457 -4.46984 3.41433 -0.11 -2.23 -0.52 0.0529
O -0.31788 -6.88995 3.51574 0.87 1.12 -0.26 0.0234
C 0.00688 -5.76205 1.01337 1.29 -0.30 0.91 0.3842
H 1.24351 -6.05107 -0.80452 -0.09 -0.32 0.11 0.0400
H 1.94841 -4.93916 0.32355 -0.18 0.40 0.09 0.0596
H 3.19162 -7.12437 0.62767 0.41 1.04 -0.13 0.0033
H 1.82568 -7.91423 0.75723 -0.98 -0.08 0.70 -0.0142
H 2.92894 -5.74768 2.70679 -0.14 0.11 -0.19 -0.0130
H 2.34554 -7.40965 3.01524 -0.03 0.27 0.51 0.0257
H -0.59046 -4.86745 0.83733 0.13 -0.02 -0.01 -0.1407
H -0.57841 -6.66871 0.86008 -0.08 0.11 -0.07 0.0749
C 1.94238 -3.40523 -2.96463 1.46 -0.43 1.11 0.3154
C 0.66776 -4.21971 -3.17730 0.09 -0.33 -0.86 0.2078
C 0.85382 -5.10740 -4.45057 0.38 0.06 0.86 -0.2377
S 2.50665 -5.86145 -4.21423 -0.64 -0.62 0.98 -0.1245
O 3.12401 -6.02713 -5.52597 -0.04 0.11 1.01 0.0044
O 2.45887 -7.04484 -3.29214 0.09 2.50 -1.60 0.0119
C 3.18126 -4.33841 -3.27563 -0.56 -0.47 -1.32 0.1161
H 2.09436 -3.12987 -1.92100 -0.44 -0.53 0.55 -0.1237
H 1.96308 -2.37377 -3.31643 0.13 -0.39 -1.40 -0.1534
H -0.23034 -3.61423 -3.29939 -0.05 0.20 0.07 0.1588
H 0.54130 -4.80050 -2.26363 -0.33 -0.39 -0.34 0.6518
H 0.90216 -4.53700 -5.37815 0.39 0.38 0.18 -0.0375
H 0.08607 -5.84887 -4.67164 0.10 -0.29 0.64 -0.0595
H 3.92237 -3.92730 -3.96108 -0.14 0.16 -0.10 0.0323
H 3.74000 -4.74982 -2.43500 -0.43 0.10 0.26 0.0885
```
Forces are in eV/Å.

Calculated values
* net charge: -1
* expectation value of S²: 0.751
* Kohn-Sham gap (spin up / spin down): 2.0 / 8.2 eV
* F_max: 0.0577 hartree/bohr
* energy: -105349.532 eV
* 2S+1: 2
* LUMO level (spin up / spin down): 2.175 / 2.158 eV